[1]
{
  "formula": "C22H22N3O4ReTe",
  "method": "wB97M-V/def2-TZVPD",
  "s2": 0.757,
  "lumo_ha": [-0.1548, -0.1559],
  "charge": 1,
  "homo_energy_ev": [-11.07, -11.06],
  "relative_energy_kcal_mol": 0.0,
  "homo_lumo_gap_ev": [6.86, 6.81],
  "multiplicity": 2,
  "symbols": ["Re", "Te", "O", "O", "O", "O", "N", "N", "N", "C", "C", "C", "C", "C", "C", "C", "C", "C", "C", "C", "C", "C", "C", "C", "C", "C", "C", "C", "C", "C", "C", "H", "H", "H", "H", "H", "H", "H", "H", "H", "H", "H", "H", "H", "H", "H", "H", "H", "H", "H", "H", "H", "H"],
  "xyz": [[1.053, -0.348, -0.007], [1.623, -2.987, -0.551], [3.722, 1.432, -2.407], [-0.213, -0.282, -1.834], [-2.395, -0.426, 2.064], [2.608, -0.048, -1.134], [1.477, -0.279, 1.858], [0.946, 1.742, -0.283], [-1.035, -0.477, 0.176], [-3.410, -0.158, -2.611], [-0.306, -3.776, -0.960], [2.119, -2.699, -2.594], [-4.800, -0.105, -2.503], [-5.427, -0.153, -1.263], [-3.323, -0.308, -0.193], [1.855, 2.207, -1.153], [-1.259, -0.343, -1.136], [0.275, -2.471, 2.541], [1.392, -0.769, 4.061], [-2.265, -0.411, 0.876], [0.061, 2.584, 0.259], [2.115, 0.471, 3.886], [2.153, 0.768, 2.573], [-4.692, -0.255, -0.080], [2.831, 1.179, -1.657], [1.029, -1.220, 2.847], [-2.697, -0.261, -1.437], [2.937, 1.862, 1.924], [1.919, 3.532, -1.518], [0.068, 3.931, -0.055], [1.002, 4.413, -0.960], [3.541, 1.487, 1.096], [3.625, 2.268, 2.664], [2.680, 3.843, -2.220], [3.079, -2.192, -2.628], [-5.175, -0.289, 0.887], [-2.918, -0.118, -3.573], [1.351, -2.084, -3.055], [2.586, 1.050, 4.666], [1.176, -1.258, 4.997], [-0.656, 4.587, 0.407], [-0.182, -2.830, 3.461], [-0.835, -3.098, -1.624], [-0.638, 2.164, 0.970], [-0.841, -3.886, -0.019], [-0.185, -4.749, -1.430], [-0.528, -2.317, 1.822], [-6.507, -0.108, -1.216], [2.183, -3.675, -3.067], [-5.402, -0.025, -3.398], [2.328, 2.692, 1.566], [0.933, -3.268, 2.184], [1.021, 5.462, -1.221]]
}

[2]
{
  "formula": "C22H22N4O",
  "method": "wB97M-V/def2-TZVPD",
  "lumo_ha": 0.0133,
  "charge": 0,
  "homo_energy_ev": -8.28,
  "relative_energy_kcal_mol": 8.4,
  "smiles": "O=C(/C=C/c1cn(-c2ccccc2)nc1-c1cccnc1)N1CCCCC1",
  "homo_lumo_gap_ev": 8.64,
  "multiplicity": 1,
  "symbols": ["O", "N", "N", "N", "N", "C", "C", "C", "C", "C", "C", "C", "C", "C", "C", "C", "C", "C", "C", "C", "C", "C", "C", "C", "C", "C", "C", "H", "H", "H", "H", "H", "H", "H", "H", "H", "H", "H", "H", "H", "H", "H", "H", "H", "H", "H", "H", "H", "H"],
  "xyz": [[0.101, 2.454, 3.425], [0.778, 3.251, 1.426], [2.506, 0.388, -3.046], [-1.084, -2.948, 0.089], [-0.201, -2.894, -0.910], [-3.466, -6.351, 0.497], [0.501, 4.720, -0.516], [-0.373, 5.472, 0.482], [-0.348, 1.096, 1.571], [1.428, -1.336, -1.781], [0.718, 3.283, -0.020], [-1.892, -4.078, 0.249], [2.280, -2.284, -2.347], [-2.636, -6.198, -0.602], [-3.504, -5.367, 1.470], [-1.852, -5.069, -0.730], [-0.094, -0.986, 0.290], [3.242, -1.870, -3.249], [1.579, -0.011, -2.196], [0.181, 2.325, 2.213], [1.319, 4.447, 2.034], [0.384, 5.645, 1.804], [0.360, 0.297, 0.770], [-2.722, -4.233, 1.355], [-1.052, -1.819, 0.834], [3.325, -0.518, -3.552], [0.412, -1.727, -0.820], [2.176, -3.322, -2.067], [-1.287, 4.898, 0.651], [1.353, 0.587, 0.454], [-4.080, -7.234, 0.595], [0.907, 0.760, -1.844], [1.646, 2.881, -0.449], [-2.759, -3.483, 2.128], [-0.113, 2.652, -0.345], [-1.322, 0.794, 1.931], [0.030, 4.689, -1.499], [-0.327, 5.724, 2.625], [1.456, 5.237, -0.621], [4.074, -0.140, -4.236], [-2.600, -6.962, -1.364], [1.441, 4.250, 3.100], [-0.661, 6.445, 0.082], [-1.674, -1.672, 1.692], [-1.200, -4.929, -1.577], [2.303, 4.635, 1.593], [-4.146, -5.483, 2.331], [0.979, 6.559, 1.784], [3.918, -2.577, -3.705]]
}

[3]
{
  "formula": "C22H22N4O2S2",
  "method": "wB97M-V/def2-TZVPD",
  "lumo_ha": 0.0269,
  "charge": 0,
  "homo_energy_ev": -7.82,
  "relative_energy_kcal_mol": 54.0,
  "smiles": "COc1ccc(-n2cnnc2SCC(=O)c2cc(C)n(Cc3cccs3)c2C)cc1",
  "homo_lumo_gap_ev": 8.56,
  "multiplicity": 1,
  "symbols": ["S", "S", "O", "O", "N", "N", "N", "N", "C", "C", "C", "C", "C", "C", "C", "C", "C", "C", "C", "C", "C", "C", "C", "C", "C", "C", "C", "C", "C", "C", "H", "H", "H", "H", "H", "H", "H", "H", "H", "H", "H", "H", "H", "H", "H", "H", "H", "H", "H", "H", "H", "H"],
  "xyz": [[-4.895, 0.253, 3.489], [2.809, 0.393, 0.297], [5.927, 3.830, -4.288], [0.128, 1.370, 0.831], [2.119, 0.293, -2.364], [0.870, -0.935, -1.034], [0.419, -1.092, -2.289], [-2.793, -1.553, 1.871], [1.160, -0.376, -3.074], [1.685, -0.292, 1.546], [5.013, 2.913, -3.878], [-2.402, -3.529, 3.365], [-5.800, -2.133, 3.709], [-6.368, -1.398, 4.775], [-0.787, -0.611, 1.732], [1.877, -0.104, -1.076], [0.281, 0.269, 1.321], [3.797, 0.844, -4.007], [-2.117, -0.505, 1.339], [4.297, 3.241, -2.723], [4.751, 1.706, -4.518], [-2.749, 0.501, 0.453], [-4.203, -1.812, 1.718], [6.688, 3.558, -5.440], [-1.939, -2.321, 2.632], [3.345, 2.386, -2.217], [-4.983, -1.383, 2.922], [-5.968, -0.103, 4.783], [3.094, 1.176, -2.858], [-0.696, -1.772, 2.553], [5.283, 1.421, -5.412], [6.054, 3.455, -6.326], [-2.000, 1.238, 0.179], [-3.572, 1.007, 0.958], [7.345, 4.417, -5.568], [2.074, 0.026, 2.514], [-4.361, -2.883, 1.557], [-7.040, -1.821, 5.500], [4.506, 4.182, -2.242], [-6.234, 0.675, 5.471], [1.038, -0.287, -4.134], [-3.127, 0.034, -0.458], [-4.554, -1.275, 0.832], [2.788, 2.651, -1.333], [-3.199, -3.281, 4.067], [-2.776, -4.288, 2.677], [7.294, 2.655, -5.318], [1.701, -1.376, 1.462], [3.605, -0.096, -4.502], [0.180, -2.138, 3.051], [-1.569, -3.952, 3.920], [-5.998, -3.176, 3.535]]
}

[4]
{
  "formula": "C22H22N4O2S4Sc",
  "method": "wB97M-V/def2-TZVPD",
  "lumo_ha": 0.0659,
  "charge": -1,
  "homo_energy_ev": -3.28,
  "homo_lumo_gap_ev": 5.07,
  "multiplicity": 1,
  "symbols": ["Sc", "S", "S", "S", "S", "O", "O", "N", "N", "N", "N", "C", "C", "C", "C", "C", "C", "C", "C", "C", "C", "C", "C", "C", "C", "C", "C", "C", "C", "C", "C", "C", "C", "H", "H", "H", "H", "H", "H", "H", "H", "H", "H", "H", "H", "H", "H", "H", "H", "H", "H", "H", "H", "H", "H"],
  "xyz": [[-0.167, 0.000, -0.715], [2.075, -0.890, -1.270], [0.484, 0.959, -2.903], [2.689, -0.506, -4.071], [-0.460, 2.460, -0.401], [-1.896, -0.239, -1.839], [0.838, 0.316, 1.030], [0.348, -2.664, 0.274], [0.772, 4.685, 0.418], [-1.368, 5.057, -0.172], [-0.379, -2.024, -0.556], [3.208, -1.145, 3.084], [3.268, -2.476, 2.664], [-3.942, -3.308, -2.219], [-3.640, -1.943, -2.152], [-0.380, 4.075, -0.058], [-2.735, 0.926, -1.833], [0.528, 6.061, 0.756], [-1.548, -2.494, -1.077], [-1.853, -3.855, -1.122], [1.756, -0.148, -2.758], [-3.055, -4.259, -1.706], [4.307, -4.667, 2.792], [-2.643, 4.921, -0.848], [1.332, -0.733, 1.630], [-0.788, 6.368, 0.054], [2.331, -2.965, 1.718], [-2.416, -1.515, -1.594], [3.389, -5.160, 1.865], [4.249, -3.332, 3.192], [2.408, -4.321, 1.330], [1.339, -2.099, 1.178], [2.235, -0.294, 2.578], [-3.359, 5.614, -0.400], [1.716, -4.742, 0.612], [-2.505, 5.163, -1.906], [-3.751, 0.734, -2.228], [-0.615, 6.838, -0.921], [1.583, 4.141, 0.686], [-1.454, 6.993, 0.655], [-2.167, 1.490, -2.590], [3.915, -0.762, 3.810], [4.968, -2.969, 3.917], [3.437, -6.197, 1.559], [-3.304, -5.311, -1.757], [-1.175, -4.599, -0.725], [-2.862, 1.591, -0.932], [2.210, 0.738, 2.914], [5.064, -5.322, 3.203], [-4.360, -1.255, -2.566], [-3.025, 3.902, -0.760], [0.431, 6.128, 1.844], [1.354, 6.691, 0.420], [-4.872, -3.631, -2.669], [-1.516, -0.030, 0.566]]
}

[5]
{
  "formula": "C22H22N4O3",
  "method": "wB97M-V/def2-TZVPD",
  "lumo_ha": 0.0208,
  "charge": 0,
  "homo_energy_ev": -7.92,
  "relative_energy_kcal_mol": 74.2,
  "smiles": "COc1ccccc1-c1ccc(Nc2ccc(C(=O)N3CCOCC3)cc2)nn1",
  "homo_lumo_gap_ev": 8.48,
  "multiplicity": 1,
  "symbols": ["O", "O", "O", "N", "N", "N", "N", "C", "C", "C", "C", "C", "C", "C", "C", "C", "C", "C", "C", "C", "C", "C", "C", "C", "C", "C", "C", "C", "C", "H", "H", "H", "H", "H", "H", "H", "H", "H", "H", "H", "H", "H", "H", "H", "H", "H", "H", "H", "H", "H", "H"],
  "xyz": [[-5.533, -1.879, 0.023], [5.504, 2.172, -0.101], [7.756, -1.783, 0.673], [-3.689, -0.258, -1.219], [-2.483, -0.347, -1.674], [-0.247, 0.019, -1.642], [5.705, 0.143, 0.862], [-1.645, 0.943, 0.156], [5.034, 1.074, 0.136], [7.042, 0.438, 1.340], [-1.453, 0.193, -1.019], [-7.217, 1.732, 1.173], [-7.474, -0.624, 0.775], [3.327, 0.814, -1.660], [1.373, 0.121, 0.179], [3.658, 0.706, -0.313], [5.391, -1.266, 0.925], [-5.348, 0.437, 0.364], [2.668, 0.355, 0.598], [6.472, -2.055, 0.169], [-3.951, 0.379, -0.087], [1.035, 0.246, -1.170], [-6.300, -3.052, -0.072], [8.061, -0.408, 0.573], [-5.896, 1.645, 0.773], [-6.146, -0.721, 0.373], [2.038, 0.571, -2.086], [-8.003, 0.595, 1.167], [-2.930, 1.031, 0.629], [-9.037, 0.648, 1.472], [6.316, -3.128, 0.287], [1.790, 0.648, -3.135], [8.066, -0.101, -0.484], [-7.119, -2.940, -0.790], [-7.630, 2.680, 1.481], [-6.707, -3.351, 0.900], [4.415, -1.460, 0.482], [0.628, -0.186, 0.896], [4.090, 1.095, -2.370], [-5.281, 2.534, 0.751], [7.229, 1.501, 1.187], [2.911, 0.270, 1.648], [-0.827, 1.459, 0.633], [7.093, 0.198, 2.408], [-8.108, -1.496, 0.787], [-3.160, 1.589, 1.525], [6.424, -1.794, -0.901], [5.387, -1.580, 1.975], [-5.615, -3.820, -0.427], [9.061, -0.285, 0.990], [-0.335, -0.299, -2.598]]
}

Number 1: energy -45250.28312 eV. Number 2: energy -31178.80633 eV. Number 3: energy -54896.24235 eV. Number 4: energy -97267.41717 eV. Number 5: energy -35273.02146 eV.